Entry from the Open Molecules 2025 dataset: 2 unconnected molecules or ions with the total composition C2H3ClO2 (ωB97M-V with the def2-TZVPD basis set).

Structure (XYZ):
```
8
Properties=species:S:1:pos:R:3:nbo_charge:R:1
C 1.69 0.21 -0.13 0.261
C -1.86 0.11 -0.74 0.281
O 1.51 0.56 1.05 -0.513
O -1.10 -0.86 -0.31 -0.660
Cl -2.51 0.79 0.77 -0.117
H 1.86 -0.82 -0.42 0.126
H 1.50 0.93 -0.92 0.124
H -1.10 -0.92 0.68 0.498
```

Computed properties:
LUMO, eV: 0.17
Largest force on an atom, eV/Å: 3.88
ΔE to the lowest compared entry with this formula, charge and spin, kJ/mol: 324.6
HOMO, eV: -10.360


Entry from the Open Molecules 2025 dataset: 2 unconnected molecules or ions with the total composition C2H3ClO2P (ωB97M-V with the def2-TZVPD basis set).

Structure (XYZ):
```
9
Properties=species:S:1:pos:R:3:nbo_charge:R:1
C 1.92 -0.64 0.22 1.039
C -0.14 0.59 -0.37 -0.905
O 1.82 -0.97 1.35 -0.600
O 2.40 -0.54 -0.83 -0.588
P -1.26 -0.68 0.09 0.260
Cl -0.79 2.22 0.06 -0.203
H 0.20 0.68 -1.38 0.183
H -2.63 -0.65 -0.33 -0.130
H -1.52 -0.01 1.19 -0.057
```

Computed properties:
LUMO, eV: 3.91
Largest force on an atom, eV/Å: 2.73
Net charge: -1
ΔE to the lowest compared entry with this formula, charge and spin, kJ/mol: 414.2
HOMO, eV: -2.921


Entry from the Open Molecules 2025 dataset: a molecular structure, C2H3ClO2S (ωB97M-V with the def2-TZVPD basis set).

Structure (XYZ):
```
9
Properties=species:S:1:pos:R:3:nbo_charge:R:1
C -1.45 -0.05 0.11 -0.820
C 1.67 -0.77 -0.64 0.242
O 0.48 1.43 -0.63 -0.943
O 2.54 -0.39 -1.49 -0.633
S -0.40 0.33 -1.05 1.244
Cl 1.91 -0.50 1.08 -0.053
H -2.05 -1.01 -0.09 0.230
H -1.81 0.47 1.01 0.244
H 3.39 0.07 -1.21 0.488
```

Computed properties:
LUMO, eV: -0.33
Largest force on an atom, eV/Å: 2.34
ΔE to the lowest compared entry with this formula, charge and spin, kJ/mol: 379.1
HOMO, eV: -8.753


Entry from the Open Molecules 2025 dataset: a molecular structure, C2H3ClO2S (ωB97M-V with the def2-TZVPD basis set).

Structure (XYZ):
```
9
Properties=species:S:1:pos:R:3:nbo_charge:R:1
C 0.04 -1.10 0.92 -0.452
C -0.71 -0.15 0.61 0.069
O 0.20 1.19 -2.66 -0.858
O -1.10 0.53 -0.74 -0.692
S 0.30 0.55 -1.43 1.635
Cl 1.37 1.75 0.16 -0.420
H 0.96 -1.49 0.09 0.221
H 0.25 -1.78 1.75 0.269
H -1.32 0.50 1.30 0.230
```

Computed properties:
LUMO, eV: -0.17
Largest force on an atom, eV/Å: 9.29
ΔE to the lowest compared entry with this formula, charge and spin, kJ/mol: 298.8
HOMO, eV: -10.175


Entry from the Open Molecules 2025 dataset: 2 unconnected molecules or ions with the total composition C2H3ClO2S (ωB97M-V with the def2-TZVPD basis set).

Structure (XYZ):
```
9
Properties=species:S:1:pos:R:3:nbo_charge:R:1
C 0.50 0.33 0.87 0.943
C 0.45 0.00 -1.37 -0.244
O 1.60 0.48 1.24 -0.502
O -0.29 0.26 -0.12 -0.470
S -1.15 0.00 2.74 -0.147
Cl -2.69 -0.73 1.61 -0.194
H 0.33 0.80 -1.96 0.200
H -0.17 -0.90 -1.94 0.214
H 1.41 -0.23 -1.08 0.200
```

Computed properties:
LUMO, eV: -0.35
Largest force on an atom, eV/Å: 5.86
ΔE to the lowest compared entry with this formula, charge and spin, kJ/mol: 199.8
HOMO, eV: -8.482


Entry from the Open Molecules 2025 dataset: a single C2H3ClO3 molecule (ωB97M-V with the def2-TZVPD basis set).

Structure (XYZ):
```
9
Properties=species:S:1:pos:R:3:nbo_charge:R:1
C 1.07 -0.68 -0.01 0.446
C -0.58 0.07 0.24 0.374
O 1.34 -1.79 0.14 -0.479
O -0.59 1.44 -0.09 -0.710
O -1.52 -0.64 -0.35 -0.692
Cl 2.24 0.59 0.01 -0.083
H -0.58 -0.14 1.29 0.159
H 0.31 1.72 0.06 0.483
H -1.70 -0.57 -1.30 0.503
```

Computed properties:
LUMO, eV: 0.41
Largest force on an atom, eV/Å: 4.95
ΔE to the lowest compared entry with this formula, charge and spin, kJ/mol: 112.7
HOMO, eV: -9.651


Entry from the Open Molecules 2025 dataset: a single C2H3ClS molecule (ωB97M-V with the def2-TZVPD basis set).

Structure (XYZ):
```
7
Properties=species:S:1:pos:R:3:nbo_charge:R:1
C 0.68 -0.06 0.46 -0.504
C -0.44 -0.09 -0.50 -0.332
S -0.04 1.57 0.05 0.131
Cl -2.08 -0.56 0.11 -0.032
H 0.43 -0.39 1.50 0.250
H 1.62 -0.25 -0.03 0.234
H -0.17 -0.22 -1.60 0.253
```

Computed properties:
LUMO, eV: 0.89
Largest force on an atom, eV/Å: 2.10
ΔE to the lowest compared entry with this formula, charge and spin, kJ/mol: 28.2
HOMO, eV: -9.146


Entry from the Open Molecules 2025 dataset: a molecular structure, C2H3CoO3 (ωB97M-V with the def2-TZVPD basis set).

Structure (XYZ):
```
9
Properties=species:S:1:pos:R:3:lowdin_spin:R:1
O -0.28 1.00 1.21 0.119
C -0.90 0.49 0.16 -0.008
C -1.36 -0.67 -0.65 0.002
O 1.41 0.58 -0.73 1.110
Co 1.16 -0.66 0.50 2.664
H -2.43 -0.87 -0.56 0.000
H -0.99 -0.74 -1.69 0.000
O -0.69 -1.30 0.42 0.110
H -1.75 1.20 0.00 0.002
```

Computed properties:
LUMO (alpha / beta), eV: -0.99 / -1.42
Multiplicity: 5
Largest force on an atom, eV/Å: 9.11
ΔE to the lowest compared entry with this formula, charge and spin, kJ/mol: 155.2
HOMO (alpha / beta), eV: -8.636 / -8.544


Entry from the Open Molecules 2025 dataset: a molecular structure, C2H3CsNaO (ωB97M-V with the def2-TZVPD basis set).

Structure (XYZ):
```
8
Properties=species:S:1:pos:R:3:lowdin_spin:R:1
O 2.42 1.41 -0.83 0.188
C 1.63 0.76 -1.56 0.323
Na -0.09 -0.41 2.83 0.306
Cs 0.53 -2.66 -0.20 0.191
H 1.82 0.95 -2.67 0.074
C -1.64 -0.17 0.85 -0.071
H -2.39 -0.29 0.04 -0.012
H -2.29 0.40 1.55 0.002
```

Computed properties:
LUMO (alpha / beta), eV: -0.51 / -0.85
Multiplicity: 2
Largest force on an atom, eV/Å: 4.41
ΔE to the lowest compared entry with this formula, charge and spin, kJ/mol: 265.4
HOMO (alpha / beta), eV: -4.304 / -4.588


Entry from the Open Molecules 2025 dataset: a molecular structure, C2H3CuLiO (ωB97M-V with the def2-TZVPD basis set).

Structure (XYZ):
```
8
Properties=species:S:1:pos:R:3:lowdin_spin:R:1
O -0.15 0.95 0.01 0.320
C -0.13 -0.24 -0.69 0.585
Li -1.53 0.41 0.67 0.045
Cu 1.79 0.46 0.27 0.447
H -0.28 -0.15 -1.78 0.024
C 0.57 -1.39 0.09 0.506
H 0.78 -2.28 -0.50 0.030
H 0.26 -1.67 1.11 0.044
```

Computed properties:
LUMO (alpha / beta), eV: -4.89 / -6.80
Multiplicity: 3
Largest force on an atom, eV/Å: 2.70
Net charge: +1
ΔE to the lowest compared entry with this formula, charge and spin, kJ/mol: 0.0
HOMO (alpha / beta), eV: -11.408 / -14.952


Entry from the Open Molecules 2025 dataset: a molecular structure, C2H3CuO (ωB97M-V with the def2-TZVPD basis set).

Structure (XYZ):
```
7
Properties=species:S:1:pos:R:3:lowdin_spin:R:1
O -0.40 0.93 -0.64 0.052
C 0.54 0.30 -0.27 0.016
C 1.28 -0.74 0.02 0.010
H 2.24 -0.84 -0.49 0.001
H 1.24 -1.15 1.03 0.001
H -2.73 0.20 0.71 0.384
Cu -2.16 1.31 -0.37 0.536
```

Computed properties:
LUMO (alpha / beta), eV: -5.32 / -7.86
Multiplicity: 2
Largest force on an atom, eV/Å: 2.07
Net charge: +1
ΔE to the lowest compared entry with this formula, charge and spin, kJ/mol: 164.5
HOMO (alpha / beta), eV: -14.819 / -14.808


Entry from the Open Molecules 2025 dataset: a single C2H3F molecule (ωB97M-V with the def2-TZVPD basis set).

Structure (XYZ):
```
6
Properties=species:S:1:pos:R:3:nbo_charge:R:1
C -0.58 0.44 0.12 -0.492
C 0.41 -0.45 0.10 0.241
F 1.70 0.09 0.01 -0.358
H -1.59 0.23 -0.05 0.213
H -0.24 1.34 -0.14 0.205
H 0.30 -1.66 -0.03 0.192
```

Computed properties:
LUMO, eV: 1.30
Largest force on an atom, eV/Å: 4.36
ΔE to the lowest compared entry with this formula, charge and spin, kJ/mol: 79.0
HOMO, eV: -10.164


Entry from the Open Molecules 2025 dataset: 2 unconnected molecules or ions with the total composition C2H3F (ωB97M-V with the def2-TZVPD basis set).

Structure (XYZ):
```
6
Properties=species:S:1:pos:R:3:nbo_charge:R:1
C 0.62 -0.41 0.23 -0.644
C -0.63 -0.03 0.40 0.491
F -1.60 -0.19 1.21 -0.291
H 1.12 -0.20 -0.73 0.235
H 1.34 -0.71 0.92 0.217
H -0.85 1.53 -2.03 -0.007
```

Computed properties:
LUMO (alpha / beta), eV: 0.13 / -0.11
Largest force on an atom, eV/Å: 2.26
ΔE to the lowest compared entry with this formula, charge and spin, kJ/mol: 523.2
HOMO (alpha / beta), eV: -9.258 / -10.163


Entry from the Open Molecules 2025 dataset: 2 unconnected molecules or ions with the total composition C2H3F2I (ωB97M-V with the def2-TZVPD basis set).

Structure (XYZ):
```
8
Properties=species:S:1:pos:R:3:nbo_charge:R:1
C 0.72 -1.02 0.71 -0.590
C 0.85 -0.58 -0.45 0.750
F -0.22 -0.15 -1.16 -0.321
F 1.99 -0.51 -1.07 -0.295
I -2.37 2.19 0.56 -0.115
H -0.12 -1.28 1.34 0.236
H 1.63 -1.42 1.12 0.219
H -2.49 2.78 -1.04 0.116
```

Computed properties:
LUMO, eV: 0.27
Largest force on an atom, eV/Å: 5.66
ΔE to the lowest compared entry with this formula, charge and spin, kJ/mol: 132.7
HOMO, eV: -10.009


Entry from the Open Molecules 2025 dataset: 2 unconnected molecules or ions with the total composition C2H3F2IO (ωB97M-V with the def2-TZVPD basis set).

Structure (XYZ):
```
9
Properties=species:S:1:pos:R:3:lowdin_spin:R:1
C -0.71 0.68 0.05 0.033
C -0.37 -0.69 0.00 0.408
O 2.46 0.18 -0.04 0.989
F -0.27 -1.44 1.06 0.090
F -0.30 -1.39 -1.10 0.091
I -3.00 0.82 0.12 0.363
H -0.41 1.17 0.97 0.001
H -0.45 1.23 -0.85 0.000
H 3.05 -0.56 -0.21 0.025
```

Computed properties:
LUMO (alpha / beta), eV: 0.49 / -2.64
Multiplicity: 3
Largest force on an atom, eV/Å: 1.32
ΔE to the lowest compared entry with this formula, charge and spin, kJ/mol: 0.0
HOMO (alpha / beta), eV: -7.600 / -9.247


Entry from the Open Molecules 2025 dataset: 2 unconnected molecules or ions with the total composition C2H3F2IS (ωB97M-V with the def2-TZVPD basis set).

Structure (XYZ):
```
9
Properties=species:S:1:pos:R:3:nbo_charge:R:1
C 1.24 0.35 1.17 -0.750
C -1.34 -0.22 -1.15 0.545
F -1.90 0.58 -0.27 -0.324
F -1.43 0.29 -2.40 -0.339
S 1.59 0.22 -0.59 0.039
I -1.78 -2.27 -1.13 0.166
H 2.19 0.62 1.65 0.239
H 0.99 -0.57 1.52 0.207
H 0.45 0.98 1.20 0.218
```

Computed properties:
LUMO (alpha / beta), eV: -1.02 / -1.62
Largest force on an atom, eV/Å: 3.54
ΔE to the lowest compared entry with this formula, charge and spin, kJ/mol: 196.2
HOMO (alpha / beta), eV: -9.083 / -8.713


Entry from the Open Molecules 2025 dataset: a single C2H3F2N molecule (ωB97M-V with the def2-TZVPD basis set).

Structure (XYZ):
```
8
Properties=species:S:1:pos:R:3:nbo_charge:R:1
C -0.36 -0.33 0.56 0.273
C 0.17 -0.08 -0.85 0.284
N 0.69 0.69 0.70 -0.618
F -1.68 -0.18 0.76 -0.332
F 1.08 -0.94 -1.30 -0.317
H 0.01 -1.32 1.13 0.177
H -0.09 0.58 -1.62 0.192
H 0.19 1.57 0.62 0.342
```

Computed properties:
LUMO, eV: 1.15
Largest force on an atom, eV/Å: 5.03
ΔE to the lowest compared entry with this formula, charge and spin, kJ/mol: 152.9
HOMO, eV: -10.029


Entry from the Open Molecules 2025 dataset: a single C2H3F2N3 molecule (ωB97M-V with the def2-TZVPD basis set).

Structure (XYZ):
```
10
Properties=species:S:1:pos:R:3:nbo_charge:R:1
C -1.27 0.74 0.24 -0.110
C 1.79 -0.30 -0.27 0.455
N -0.22 -0.09 0.73 -0.131
N 1.07 0.23 0.60 -0.297
N -0.96 -0.48 -0.44 0.060
F 3.08 -0.01 -0.26 -0.311
F -1.86 -1.51 -0.09 -0.250
H -2.15 0.78 0.87 0.216
H -1.03 1.64 -0.32 0.202
H 1.53 -1.00 -1.06 0.166
```

Computed properties:
LUMO, eV: 1.05
Largest force on an atom, eV/Å: 2.33
ΔE to the lowest compared entry with this formula, charge and spin, kJ/mol: 267.0
HOMO, eV: -10.167


Entry from the Open Molecules 2025 dataset: a molecular structure, C2H3F2NOS (ωB97M-V with the def2-TZVPD basis set).

Structure (XYZ):
```
10
Properties=species:S:1:pos:R:3:nbo_charge:R:1
C -0.66 -0.47 0.05 -0.106
C -0.72 1.01 -0.18 0.517
H 2.61 -0.26 0.67 0.480
H 0.60 -2.09 -0.52 0.354
H -0.26 1.30 -1.18 0.155
N 0.61 -0.98 0.31 -0.279
O 1.74 -0.30 -0.19 -0.568
F -1.91 1.51 -0.24 -0.303
F -0.11 1.61 0.95 -0.354
S -1.90 -1.35 0.33 0.102
```

Computed properties:
LUMO, eV: -0.50
Largest force on an atom, eV/Å: 6.56
ΔE to the lowest compared entry with this formula, charge and spin, kJ/mol: 461.6
HOMO, eV: -9.302


Entry from the Open Molecules 2025 dataset: 2 unconnected molecules or ions with the total composition C2H3F2NS (ωB97M-V with the def2-TZVPD basis set).

Structure (XYZ):
```
9
Properties=species:S:1:pos:R:3:nbo_charge:R:1
C 1.58 0.80 -0.34 -0.106
C -2.48 -0.02 -0.07 0.561
N 1.93 -0.41 -0.06 -0.709
F -2.73 -1.30 -0.26 -0.307
F -3.07 0.29 1.09 -0.312
S -1.21 0.77 -0.74 0.003
H 1.83 1.63 0.44 0.123
H 2.48 -0.65 0.66 0.361
H 1.66 -1.11 -0.72 0.387
```

Computed properties:
LUMO, eV: -0.18
Largest force on an atom, eV/Å: 4.55
ΔE to the lowest compared entry with this formula, charge and spin, kJ/mol: 339.7
HOMO, eV: -8.210


Number 1: electronic energy -18736.68693 eV. Number 2: electronic energy -28028.61714 eV. Number 3: electronic energy -29570.78501 eV. Number 4: electronic energy -29571.61798 eV. Number 5: electronic energy -29572.64315 eV. Number 6: electronic energy -20786.33927 eV. Number 7: electronic energy -25479.27391 eV. Number 8: electronic energy -45884.07177 eV. Number 9: electronic energy -9126.38385 eV. Number 10: electronic energy -49004.33596 eV. Number 11: electronic energy -48797.97873 eV. Number 12: electronic energy -4838.34141 eV. Number 13: electronic energy -4833.73822 eV. Number 14: electronic energy -15656.78080 eV. Number 15: electronic energy -17701.45892 eV. Number 16: electronic energy -26489.95409 eV. Number 17: electronic energy -9045.05405 eV. Number 18: electronic energy -12022.83696 eV. Number 19: electronic energy -21925.40539 eV. Number 20: electronic energy -19879.34953 eV.